20
Properties=species:S:1:pos:R:3:forces:R:3 method="wB97M-V/def2-TZVPD" de_lowest_kcal_mol=13.35 e_tot_ev=-27872.00908 multiplicity=3 charge=-1 gap_ev="4.31 / 7.24"
S -2.50147 -0.74864 -0.06061 -1.063 -0.486 -3.092
O -1.69032 0.46907 0.84191 1.426 2.109 -0.743
O -3.87157 -0.59410 0.29739 -0.613 0.981 0.646
O -0.22011 3.23784 0.25979 -0.882 2.837 1.655
O -1.92356 -1.93633 0.46073 1.085 -1.394 0.930
O -2.21029 -0.50880 -1.48147 0.047 0.453 1.748
N -0.51167 0.92124 0.27018 -3.430 -7.069 1.898
C 1.15515 -0.48257 1.32898 2.139 2.259 -1.523
C 1.37359 1.35903 -0.46836 -2.080 -0.500 -0.074
C 0.52764 -1.06436 -0.97966 3.072 0.341 -1.516
C 0.65832 0.05698 -0.00511 0.623 0.083 1.172
C 0.08985 2.07339 -0.05752 2.778 2.980 -2.756
H 2.36803 1.64123 -0.19699 0.691 0.083 0.815
H 1.49599 -1.73929 -0.93067 -1.512 1.607 -0.268
H 0.56170 -1.13893 1.82161 -2.215 -2.395 0.862
H -0.21074 -1.67498 -0.58208 -1.557 -1.279 -0.337
H 1.13397 0.39843 1.98691 1.238 -0.254 0.122
H 2.10221 -0.99904 1.01102 -0.374 0.899 1.209
H 0.41162 -0.60011 -1.99935 -0.295 -1.202 0.901
H 1.26167 1.32992 -1.51671 0.921 -0.052 -1.649



16
Properties=species:S:1:pos:R:3:forces:R:3 method="wB97M-V/def2-TZVPD" de_lowest_kcal_mol=9.71 e_tot_ev=-18139.46191 multiplicity=1 gap_ev=9.39
P 1.35727 0.23356 -0.47646 0.046 -0.401 0.849
O 2.25623 1.03208 -1.31432 0.573 0.525 -0.546
N -1.70069 1.06316 0.16670 -0.977 -0.182 -1.169
C 0.58727 1.13920 0.87320 -0.010 -0.354 -0.274
C -0.72002 1.36986 1.03776 1.022 0.256 0.832
C 2.19001 -1.16569 0.34475 -0.157 0.446 -0.236
C -2.92721 -0.68422 -1.12344 -0.246 -0.614 -0.575
C -2.21631 0.16327 -0.44989 0.213 0.722 0.773
H 2.97036 -0.73757 0.97648 -0.022 -0.057 0.016
H -2.59703 -1.05984 -2.07639 0.168 -0.002 -0.095
H -3.88158 -1.01644 -0.75995 -0.151 -0.034 0.223
H 1.50217 -1.74718 0.95052 -0.088 -0.085 0.064
H -1.07371 1.96909 1.87024 0.054 -0.035 0.049
H 2.66155 -1.79220 -0.41063 -0.025 -0.014 -0.018
H 0.29498 -0.33557 -1.17764 -0.296 -0.220 -0.028
H 1.29670 1.56850 1.56906 -0.105 0.048 0.136



16
Properties=species:S:1:pos:R:3:forces:R:3 method="wB97M-V/def2-TZVPD" de_lowest_kcal_mol=83.78 e_tot_ev=-19677.14778 multiplicity=1 charge=+1 gap_ev="7.00 / 7.01"
S 1.55945 1.11980 0.19840 -2.374 1.583 0.288
O 3.83406 -0.74123 -0.12978 -2.833 1.674 -0.431
N -1.35641 -0.04847 0.10261 0.718 2.101 0.975
C -1.20670 1.22843 -0.10647 -2.740 -0.706 -0.311
C 2.56059 -1.26066 -0.12576 2.756 -0.783 0.552
C 1.40395 -0.60074 0.02014 3.028 2.400 -0.352
C -2.62331 -0.70565 0.09963 -0.737 -0.483 -3.669
C 0.02525 1.89923 0.18288 2.167 -0.442 -0.856
H -0.03845 3.03663 0.23066 0.701 -1.691 0.161
H 2.64891 -2.35332 -0.13237 -0.498 0.408 -0.137
H 3.67569 0.25699 -0.17609 1.263 -1.636 0.092
H -3.16453 -0.68563 1.00774 -0.269 0.626 1.267
H -2.06330 1.94137 -0.48130 1.357 -1.406 0.829
H 0.50786 -1.00967 0.14515 -3.311 -1.768 0.268
H -2.47600 -1.79269 -0.08622 0.056 0.739 -0.054
H -3.28707 -0.28438 -0.74923 0.715 -0.618 1.379